{
  "formula": "C6H15N3",
  "method": "the ωB97M-V functional and the def2-TZVPD basis",
  "elements": ["H", "H", "H", "C", "H", "C", "C", "H", "C", "C", "H", "H", "H", "H", "N", "N", "H", "H", "H", "H", "C", "H", "H", "N"],
  "coordinates": [[-2.95788, 0.65322, -0.00088], [1.79478, 0.83241, 2.26721], [2.01086, -2.08332, -0.01793], [0.87195, 0.26874, 2.07225], [-1.53994, -1.72877, -1.28003], [-2.76913, 0.59225, -1.07215], [-1.30471, 0.88030, -1.38408], [-0.56574, -2.14249, -0.02612], [1.98115, -1.53210, 0.91983], [-0.37954, -0.23928, -0.55285], [-1.12357, 0.77302, -2.45550], [-1.07515, 1.90371, -1.08915], [2.23420, 1.63493, 0.10410], [1.77220, -2.25761, 1.71147], [1.36956, 1.61736, -0.42336], [-0.62870, -1.57939, -0.86716], [0.72463, -0.38987, 2.93177], [1.29576, 2.17337, -1.26043], [-3.06706, -0.39354, -1.42797], [0.05440, 0.98139, 1.99713], [0.83302, 0.34215, -0.55762], [2.96076, -1.07872, 1.12934], [-3.41460, 1.30823, -1.58243], [0.92276, -0.53597, 0.86456]],
  "lowdin_charge": [0.073, 0.070, 0.076, -0.119, 0.069, -0.137, -0.182, 0.086, -0.126, -0.309, 0.098, 0.086, 0.088, 0.076, 0.077, 0.098, 0.082, 0.085, 0.053, 0.083, -0.206, 0.073, 0.065, -0.258],
  "molar_mass_g_mol": 129.2,
  "homo_energy_ev": -6.45,
  "gap_ev": 7.340,
  "e_above_lowest_kj_mol": 514.3,
  "spin_multiplicity": 1,
  "total_charge": 0,
  "e_tot_ev": -10930.5793
}

{
  "formula": "C6H15N3",
  "method": "the ωB97M-V functional and the def2-TZVPD basis",
  "elements": ["H", "H", "H", "H", "C", "C", "H", "H", "H", "C", "H", "H", "N", "N", "C", "H", "H", "H", "H", "H", "N", "C", "H", "C"],
  "coordinates": [[-2.31536, 0.72935, 0.83652], [2.05226, 0.87347, 0.22057], [0.52075, -2.67000, 0.29682], [0.09234, 0.62446, 2.10737], [0.48833, 1.56801, -0.89582], [-1.10709, -0.55307, -0.18263], [-0.95655, -1.91922, -1.68218], [1.57908, -0.31432, 2.17805], [-0.68574, 2.37442, 0.86056], [0.55005, -0.31680, 1.80752], [-1.47568, 2.61850, -0.72937], [-1.58098, -1.30206, 0.46205], [1.33514, 0.51927, -0.39111], [-1.31227, -0.97731, -1.54387], [1.14287, -1.85950, -0.06619], [0.20320, 1.35415, -1.93012], [-0.85091, -0.35325, -2.19901], [1.27111, -1.95883, -1.14060], [0.01695, -1.12929, 2.29811], [1.02837, 2.51735, -0.90508], [-1.71434, 0.71739, 0.02815], [0.53567, -0.49858, 0.28474], [2.12243, -1.95606, 0.39106], [-0.93961, 1.91190, -0.10555]],
  "lowdin_charge": [0.112, 0.106, 0.076, 0.068, -0.174, -0.360, 0.066, 0.081, 0.095, -0.047, 0.094, 0.140, -0.014, 0.061, -0.067, 0.088, 0.065, 0.072, 0.081, 0.105, -0.053, -0.496, 0.076, -0.173],
  "molar_mass_g_mol": 129.2,
  "homo_energy_ev": -8.30,
  "gap_ev": 9.180,
  "e_above_lowest_kj_mol": 110.0,
  "spin_multiplicity": 1,
  "total_charge": 0,
  "smiles": "CC1(C)NCCN[C@H]1N",
  "e_tot_ev": -10934.7701
}

{
  "formula": "C6H15N3",
  "method": "the ωB97M-V functional and the def2-TZVPD basis",
  "elements": ["H", "H", "H", "H", "C", "C", "H", "N", "H", "H", "H", "H", "H", "C", "C", "N", "H", "H", "C", "H", "H", "H", "C", "N"],
  "coordinates": [[1.04411, -1.65605, 0.65012], [-2.52122, -0.34474, 0.18325], [-0.82252, -1.86477, 2.16468], [-1.77624, -0.44366, 2.58585], [-0.47603, -0.13546, 0.87068], [1.54976, -0.63822, -1.21318], [-1.35936, -0.15791, -1.12710], [-0.03042, 1.15945, -2.87234], [-0.05655, -0.49633, 2.98534], [0.17375, 1.73183, 1.77542], [-1.47794, -1.69551, -0.27240], [-0.31731, 1.90457, 0.09729], [-0.72297, 1.82727, -3.28100], [-0.54453, 1.38906, 1.03019], [0.92595, -0.58511, 0.47436], [2.80672, -0.64455, -1.29615], [1.12667, 0.78561, -1.08686], [1.72335, -0.08249, 1.01800], [-0.79749, -0.77754, 2.23717], [-1.54466, 1.69782, 1.33346], [3.15142, -0.94847, -2.20462], [0.82502, -1.08710, -1.89929], [-1.51804, -0.61216, -0.15033], [0.63850, 1.67446, -2.00253]],
  "lowdin_charge": [0.101, 0.084, 0.081, 0.083, -0.633, -0.306, 0.050, -0.049, 0.084, 0.087, 0.087, 0.047, 0.068, -0.061, -0.078, 0.065, 0.117, 0.103, -0.064, 0.084, 0.053, 0.096, -0.059, -0.041],
  "molar_mass_g_mol": 129.2,
  "homo_energy_ev": -8.10,
  "gap_ev": 8.581,
  "e_above_lowest_kj_mol": 469.6,
  "spin_multiplicity": 1,
  "total_charge": 0,
  "e_tot_ev": -10931.0429
}

{
  "formula": "C6H15N3",
  "method": "the ωB97M-V functional and the def2-TZVPD basis",
  "elements": ["H", "C", "H", "H", "C", "N", "C", "H", "N", "C", "C", "H", "H", "H", "H", "H", "H", "H", "H", "N", "C", "H", "H", "H"],
  "coordinates": [[2.13604, -0.99107, 2.65025], [2.37579, 0.96688, -0.68643], [-3.06089, 0.08748, -2.29549], [2.75201, 0.28843, 1.75598], [-1.30244, 0.98373, 0.59846], [-1.68408, -1.20215, -0.41474], [1.56875, -0.97061, 0.68953], [-0.04684, -2.11073, 0.32199], [2.43061, -0.66459, 1.74206], [-2.91277, 0.68520, -1.39515], [1.49629, -0.22320, -0.42953], [3.42520, 0.73270, -0.52859], [2.11858, 1.81984, -0.03522], [2.27827, 1.29142, -1.72498], [-0.85761, 0.49633, 1.45137], [-2.10831, -1.75868, -1.15604], [0.91540, -0.59933, -1.25206], [-2.10128, 1.61028, 0.99542], [-2.56548, 1.67888, -1.67495], [0.82185, -2.12885, 0.85105], [-1.93508, 0.03151, -0.45698], [-3.87057, 0.79650, -0.89007], [-0.57978, 1.60491, 0.07408], [0.70633, -2.42488, 1.81004]],
  "lowdin_charge": [0.079, -0.138, 0.076, 0.073, -0.041, 0.115, -0.499, 0.034, 0.112, -0.049, -0.189, 0.062, 0.063, 0.064, 0.065, 0.068, 0.083, 0.071, 0.078, 0.090, -0.447, 0.084, 0.070, 0.076],
  "molar_mass_g_mol": 129.2,
  "homo_energy_ev": -6.91,
  "gap_ev": 7.807,
  "e_above_lowest_kj_mol": 79.8,
  "spin_multiplicity": 1,
  "total_charge": 0,
  "smiles": "CC=C(N)N.CC(C)=N",
  "e_tot_ev": -10935.0831
}

{
  "formula": "C6H15N3",
  "method": "the ωB97M-V functional and the def2-TZVPD basis",
  "elements": ["C", "H", "C", "N", "H", "H", "H", "N", "C", "H", "H", "N", "C", "C", "H", "H", "H", "H", "H", "H", "H", "H", "H", "C"],
  "coordinates": [[-1.54437, -0.17371, 0.90457], [-2.17221, 0.58195, 1.37180], [0.60678, 0.92971, 1.56364], [-1.82525, 1.99603, -0.92537], [1.46371, 1.49029, 1.19776], [1.14513, 0.08934, -1.00465], [0.97472, 0.09909, 2.16089], [0.45830, 2.46394, -0.82844], [-0.25510, 0.46099, 0.38391], [0.49493, -2.84483, -1.70410], [1.76768, -3.56324, -0.70715], [0.39938, -0.42654, -0.54538], [1.36979, -2.62730, -1.09606], [-0.54107, 1.74466, -0.53710], [2.12264, -2.16505, -1.73126], [0.04397, 1.59339, 2.21606], [-2.51112, 1.26371, -0.88314], [-1.98225, 2.73407, -1.59558], [0.25911, -2.18197, 0.68781], [0.24679, 3.29383, -1.38096], [-2.08332, -0.67132, 0.10132], [1.87924, -1.46825, 0.65378], [-1.30980, -0.92510, 1.65507], [0.99231, -1.69371, 0.04258]],
  "lowdin_charge": [-0.058, 0.083, -0.050, 0.134, 0.070, 0.103, 0.072, 0.115, -0.532, 0.069, 0.067, -0.014, -0.107, -0.437, 0.068, 0.083, 0.080, 0.099, 0.102, 0.046, 0.082, 0.105, 0.074, -0.256],
  "molar_mass_g_mol": 129.2,
  "homo_energy_ev": -8.72,
  "gap_ev": 9.650,
  "e_above_lowest_kj_mol": 24.8,
  "spin_multiplicity": 1,
  "total_charge": 0,
  "smiles": "[H]/N=C(\\N)C(C)(C)NCC",
  "e_tot_ev": -10935.6530
}

{
  "formula": "C6H15N4O2",
  "method": "the ωB97M-V functional and the def2-TZVPD basis",
  "elements": ["H", "C", "H", "H", "O", "H", "H", "C", "C", "N", "H", "H", "O", "C", "H", "H", "H", "C", "C", "N", "H", "N", "H", "H", "N", "H", "H"],
  "coordinates": [[1.03772, -0.72249, 2.94088], [0.62650, 1.13056, -1.33747], [0.47594, -0.40682, -2.80954], [0.59498, 0.34079, 4.22215], [-0.33404, -3.50769, -1.73035], [1.54532, -1.66716, -0.76685], [-1.07553, 0.30266, -2.38306], [-0.86756, -2.43824, -1.83578], [-0.42622, -1.21389, -1.02716], [0.64004, 0.15177, 3.23622], [0.55741, -2.44372, 0.25965], [-0.26111, 2.44720, 3.74932], [-1.89532, -2.17763, -2.63012], [-0.12597, -0.04284, -1.97451], [0.41486, 2.66704, 0.14505], [0.66635, -0.17835, 0.73376], [0.64575, 1.93799, -2.06956], [0.01487, 1.66604, -0.04364], [0.26295, 1.06614, 2.33328], [0.37258, 0.78559, 1.05548], [-0.53197, 2.93925, 2.12275], [0.72335, -1.54051, -0.18030], [-1.26437, -0.95303, -0.36817], [-1.07443, 1.73608, -0.14124], [-0.21831, 2.23591, 2.76767], [-2.16494, -2.96502, -3.13214], [1.66113, 0.85035, -1.13629]],
  "lowdin_charge": [0.125, -0.164, 0.134, 0.126, 0.131, 0.122, 0.126, -0.507, -0.285, 0.200, 0.112, 0.130, 0.142, -0.136, 0.126, 0.085, 0.124, -0.168, -0.437, 0.068, 0.115, 0.050, 0.160, 0.136, 0.214, 0.151, 0.119],
  "molar_mass_g_mol": 175.2,
  "homo_energy_ev": -13.58,
  "gap_ev": 10.923,
  "e_above_lowest_kj_mol": 4.3,
  "spin_multiplicity": 1,
  "total_charge": 1,
  "smiles": "NC(=[NH2+])NCCC[C@H](N)C(=O)O",
  "e_tot_ev": -16516.6841
}

{
  "formula": "C6H15N4O2",
  "method": "the ωB97M-V functional and the def2-TZVPD basis",
  "elements": ["C", "H", "H", "H", "O", "N", "N", "C", "H", "C", "H", "C", "H", "H", "H", "C", "H", "O", "H", "H", "H", "C", "H", "N", "H", "H", "N"],
  "coordinates": [[0.93376, 2.02814, -1.30066], [-1.20918, 2.79593, 2.75736], [2.07972, -2.00325, -1.00394], [0.51183, -2.40840, 0.68854], [-1.99855, -1.76292, 0.96887], [1.27079, -0.10372, -1.00202], [1.78368, 1.90924, -0.27848], [0.06014, -2.16106, -0.27127], [-1.56787, -0.39148, 2.49371], [-1.52521, -1.45895, 2.26592], [-0.38858, 2.01716, 1.74708], [-1.18914, -1.30480, -0.07537], [-0.23358, -3.11207, -0.71771], [-0.05303, 0.53433, -2.47353], [0.86805, -1.71203, -2.24906], [1.96091, 0.60613, -0.12577], [-0.93848, -0.24965, 0.10561], [-1.26357, 2.05250, 2.14656], [2.60634, 0.16401, 0.61645], [-1.80583, -1.35595, -0.97636], [0.30438, 3.32963, -2.78797], [1.11247, -1.54663, -1.20234], [-0.50224, -1.80762, 2.44313], [0.46770, 3.18024, -1.80903], [-2.16826, -1.99104, 2.96185], [0.29765, 3.94554, -1.17928], [0.58613, 0.80671, -1.74228]],
  "lowdin_charge": [-0.382, 0.051, 0.138, 0.111, -0.160, -0.059, 0.179, -0.128, 0.071, -0.085, 0.009, -0.241, 0.131, 0.196, 0.136, -0.058, 0.107, -0.054, 0.162, 0.134, 0.123, -0.081, 0.080, 0.199, 0.100, 0.126, 0.195],
  "molar_mass_g_mol": 175.2,
  "homo_energy_ev": -12.88,
  "gap_ev": 9.462,
  "e_above_lowest_kj_mol": 312.5,
  "spin_multiplicity": 1,
  "total_charge": 1,
  "e_tot_ev": -16513.4893
}

{
  "formula": "C6H15N4ORe",
  "method": "the ωB97M-V functional and the def2-TZVPD basis",
  "elements": ["H", "N", "H", "H", "H", "H", "C", "H", "Re", "C", "H", "N", "C", "C", "N", "H", "C", "C", "O", "H", "H", "N", "H", "H", "H", "H", "H"],
  "coordinates": [[-4.13959, -0.75811, -3.30519], [0.45860, -0.06280, -2.31902], [-3.56035, -1.58904, -4.74165], [-1.50374, 2.09862, -0.08293], [-2.91012, -2.01344, -3.13406], [3.28866, -0.66582, 3.62334], [1.90410, 1.26948, 2.61678], [-0.15931, -0.40588, -3.05359], [0.02566, -0.99913, -0.53378], [-3.79959, -1.68843, -3.67961], [2.09786, -1.95072, 3.23967], [-0.07166, 0.38785, 0.90793], [1.03330, 2.18099, 2.07596], [0.78167, -0.48123, 1.50950], [1.70388, -0.08153, 2.40433], [1.41350, -0.22033, -2.63690], [2.65548, -1.09994, 2.84963], [0.03564, 1.73015, 1.20353], [0.73220, -1.71627, 1.10622], [2.76251, 1.50773, 3.24317], [1.12747, 3.24821, 2.26500], [-0.77136, 2.51752, 0.47577], [-0.73940, 3.52078, 0.57135], [3.26568, -1.42010, 1.99480], [0.31691, 0.94945, -2.27166], [-4.59562, -2.43908, -3.56915], [-1.35238, -1.81893, -0.75946]],
  "lowdin_charge": [-0.007, -0.134, 0.020, 0.124, -0.008, 0.103, 0.027, 0.064, 1.069, -0.048, 0.112, -0.043, 0.016, -0.550, -0.034, 0.076, 0.025, -0.319, -0.194, 0.147, 0.128, 0.195, 0.129, 0.115, 0.062, 0.029, -0.107],
  "molar_mass_g_mol": 345.4,
  "s_squared": 3.801,
  "homo_energy_ev": [-9.44, -9.58],
  "gap_ev": [5.418, 5.495],
  "e_above_lowest_kj_mol": 75.5,
  "spin_multiplicity": 4,
  "total_charge": 1,
  "e_tot_ev": -16593.2285
}